Density functional theory data (the ωB97M-V functional and the def2-TZVPD basis) for C32H38GeNReSb2 as an isolated structure.

Geometry as ORCA input:
```
! RIJCOSX wB97M-V def2-TZVPD def2/J DEFGRID3
* xyz 3 2
Re -0.618 0.036 -0.085
C -4.469 1.210 -0.568
C -4.580 -0.100 -1.348
C -4.287 -1.375 -0.558
Sb -2.256 -2.050 -0.449
C -1.797 -3.054 -2.224
C -1.449 -4.401 -2.168
C -1.147 -5.073 -3.346
C -1.195 -4.405 -4.561
C -1.550 -3.061 -4.614
C -1.848 -2.379 -3.444
C -2.090 -3.389 1.139
C -3.231 -3.912 1.741
C -3.091 -4.834 2.771
C -1.826 -5.223 3.190
C -0.689 -4.699 2.584
C -0.818 -3.780 1.555
Sb -2.517 2.018 -0.208
C -2.082 3.262 -1.834
C -2.384 2.840 -3.129
C -2.097 3.675 -4.198
C -1.504 4.912 -3.972
C -1.203 5.325 -2.681
C -1.489 4.499 -1.601
C -2.587 3.183 1.521
C -1.402 3.493 2.187
C -1.440 4.320 3.299
C -2.656 4.828 3.741
C -3.834 4.515 3.077
C -3.806 3.690 1.961
H -4.941 1.130 0.413
H -4.970 2.013 -1.111
H -4.001 -0.058 -2.277
H -5.621 -0.177 -1.674
H -4.774 -2.232 -1.026
H -4.658 -1.307 0.466
H -1.422 -4.933 -1.224
H -0.885 -6.122 -3.313
H -0.966 -4.935 -5.476
H -1.607 -2.553 -5.568
H -2.145 -1.336 -3.503
H -4.225 -3.631 1.414
H -3.972 -5.253 3.238
H -1.724 -5.945 3.989
H 0.292 -5.018 2.908
H 0.074 -3.392 1.071
H -2.868 1.886 -3.314
H -2.348 3.369 -5.205
H -1.287 5.563 -4.808
H -0.756 6.295 -2.512
H -1.274 4.838 -0.594
H -0.447 3.108 1.843
H -0.524 4.576 3.815
H -2.683 5.477 4.606
H -4.776 4.919 3.421
H -4.732 3.467 1.443
C 1.885 -2.437 -1.792
Ge 1.748 -0.587 -1.266
C 0.205 0.340 -2.265
C 3.230 0.647 -1.457
C 1.140 -0.292 0.739
H 2.352 -2.484 -2.776
H 0.906 -2.910 -1.841
H 2.521 -2.974 -1.088
H 0.266 -0.222 -3.203
H 0.382 1.394 -2.475
H -0.912 0.206 -2.085
H 3.517 0.678 -2.508
H 4.075 0.288 -0.872
H 2.953 1.646 -1.126
H 1.670 0.625 1.038
H 1.391 -1.112 1.412
N -1.655 -0.140 2.923
C -1.283 -0.070 1.836
H -1.954 -0.189 3.883
*
```

The value obtained for the energy above the lowest of the compared OMol25 structures with the same formula, charge and spin is 0.0 kJ/mol. As for the HOMO-LUMO gap (alpha / beta): 6.4199 / 5.9745 eV. The value obtained for the LUMO energy (alpha / beta) is -10.47 / -10.91 eV. Its expectation value of S² is 0.763. The HOMO energy (alpha / beta) comes out at -16.89 / -16.88 eV.

Density functional theory data (the ωB97M-V functional and the def2-TZVPD basis) for C32H38N3O4 as an isolated structure at a distorted geometry.

Geometry as ORCA input:
```
! RIJCOSX wB97M-V def2-TZVPD def2/J DEFGRID3
* xyz 1 1
C -5.065 1.791 3.046
O -4.378 2.552 2.020
C -3.109 2.131 1.876
O -2.613 1.261 2.611
C -2.408 2.894 0.765
C -3.341 3.393 -0.343
C -2.544 3.296 -1.639
C -1.220 2.590 -1.291
N -1.401 2.071 0.098
C -0.231 1.836 0.859
C -0.015 0.580 1.427
C 1.206 0.430 2.279
C 2.130 1.633 2.508
C 1.416 2.977 2.438
C 0.571 3.108 1.153
H -5.966 2.352 3.286
H -5.322 0.805 2.628
H -4.416 1.656 3.926
H -1.904 3.764 1.249
H -4.238 2.766 -0.381
H -3.655 4.408 -0.084
H -3.104 2.716 -2.384
H -2.350 4.296 -2.046
H -0.967 1.777 -1.989
H -0.398 3.331 -1.325
H -1.164 0.229 1.765
H 0.883 0.022 3.241
H 1.854 -0.332 1.826
H 2.614 1.505 3.493
H 2.922 1.586 1.744
H 0.762 3.099 3.318
H 2.172 3.779 2.449
H 1.239 3.369 0.293
H -0.101 3.989 1.280
C 7.652 -2.139 -1.378
O 6.988 -1.331 -2.376
C 5.638 -1.417 -2.524
C 5.094 -0.803 -3.680
C 3.727 -0.848 -3.909
C 2.879 -1.453 -2.973
N 1.497 -1.485 -3.259
C 0.459 -1.455 -2.360
C 0.498 -0.782 -1.056
C -0.329 -1.360 -0.051
C -0.520 -0.933 1.326
C -1.726 -1.775 2.074
C -1.937 -1.515 3.424
C -2.967 -2.152 4.117
C -3.931 -2.912 3.427
C -3.671 -3.235 2.089
C -2.458 -2.805 1.483
O 1.230 0.238 -0.941
N -0.680 -1.609 -3.072
C -2.022 -1.743 -2.533
C -0.373 -1.736 -4.420
C 0.971 -1.651 -4.539
C 3.402 -2.052 -1.821
C 4.780 -2.070 -1.600
H 8.712 -1.948 -1.561
H 7.380 -1.823 -0.363
H 7.429 -3.207 -1.511
H 5.773 -0.313 -4.373
H 3.319 -0.371 -4.801
H -0.514 -2.409 -0.314
H 0.287 -1.469 1.884
H -1.306 -0.787 3.931
H -3.026 -1.996 5.195
H -4.822 -3.300 3.932
H -4.388 -3.850 1.536
H -2.160 -3.241 0.518
H -2.721 -1.618 -3.367
H -2.175 -2.735 -2.073
H -2.211 -0.977 -1.768
H -1.146 -1.795 -5.160
H 1.581 -1.694 -5.421
H 2.735 -2.529 -1.100
H 5.190 -2.572 -0.723
*
```

The value obtained for the energy above the lowest of the compared OMol25 structures with the same formula, charge and spin is 373.8 kJ/mol. As for the HOMO-LUMO gap: 7.1569 eV. The value obtained for the LUMO energy is -2.51 eV. The HOMO energy comes out at -9.67 eV.

Density functional theory data (the ωB97M-V functional and the def2-TZVPD basis) for C32H38NO5P2W as an isolated structure.

Geometry as ORCA input:
```
! RIJCOSX wB97M-V def2-TZVPD def2/J DEFGRID3
* xyz 3 1
W 0.861 0.210 -0.484
O 4.242 0.237 -1.963
C 3.483 0.971 -1.481
O 2.007 0.686 -1.787
C 3.662 2.112 -0.524
C 2.469 3.080 -0.535
C 2.796 4.358 0.223
C 2.748 3.885 1.697
C 2.448 2.406 1.544
O 1.551 2.372 0.376
C 3.665 1.636 0.989
C 3.428 0.158 1.187
O 4.165 -0.642 1.634
O 2.136 -0.218 0.786
H 4.610 2.580 -0.782
H 1.992 3.214 -1.503
H 2.054 5.127 0.023
H 3.766 4.754 -0.072
H 1.952 4.380 2.249
H 3.680 4.050 2.234
H 1.957 1.927 2.389
H 4.601 1.892 1.480
C -1.684 3.094 1.118
C -1.275 3.326 -0.336
P -1.064 1.788 -1.272
C -0.555 2.191 -2.991
C -1.090 3.534 -3.501
C -2.692 0.971 -1.355
C -3.698 1.671 -2.273
H -1.761 4.046 1.640
H -0.957 2.477 1.649
H -2.659 2.613 1.185
H -0.349 3.899 -0.405
H -2.039 3.894 -0.872
H -0.906 1.358 -3.607
H 0.533 2.172 -3.047
H -2.175 3.587 -3.481
H -0.772 3.655 -4.536
H -0.691 4.374 -2.934
H -3.080 0.938 -0.337
H -2.518 -0.059 -1.679
H -3.866 2.709 -1.988
H -4.654 1.155 -2.191
H -3.395 1.635 -3.317
N 0.056 -1.246 -1.084
P -0.402 -2.379 0.065
C 0.905 -3.560 0.187
C 2.068 -3.454 -0.583
C 3.050 -4.423 -0.456
C 2.869 -5.481 0.426
C 1.706 -5.591 1.180
C 0.713 -4.636 1.059
C -1.976 -3.041 -0.356
C -2.222 -3.318 -1.708
C -3.387 -3.977 -2.056
C -4.285 -4.368 -1.067
C -4.032 -4.101 0.273
C -2.874 -3.434 0.640
C -0.515 -1.377 1.568
C -1.642 -0.549 1.739
C -1.845 0.107 2.944
C -0.947 -0.078 3.986
C 0.162 -0.909 3.832
C 0.381 -1.561 2.635
H 2.198 -2.649 -1.294
H 3.950 -4.361 -1.051
H 3.638 -6.237 0.517
H 1.571 -6.427 1.852
H -0.205 -4.732 1.629
H -1.508 -3.029 -2.471
H -3.593 -4.197 -3.094
H -5.191 -4.890 -1.345
H -4.736 -4.416 1.031
H -2.675 -3.232 1.685
H -2.386 -0.497 0.957
H -2.724 0.722 3.088
H -1.125 0.407 4.938
H 0.839 -1.069 4.661
H 1.235 -2.217 2.521
*
```

The value obtained for the energy above the lowest of the compared OMol25 structures with the same formula, charge and spin is 19.6 kJ/mol. As for the HOMO-LUMO gap: 6.0251 eV. The value obtained for the LUMO energy is -11.13 eV. The HOMO energy comes out at -17.15 eV.

Please write out number 3 again, unchanged.
Density functional theory data (the ωB97M-V functional and the def2-TZVPD basis) for C32H38NO5P2W as an isolated structure.

Geometry as ORCA input:
```
! RIJCOSX wB97M-V def2-TZVPD def2/J DEFGRID3
* xyz 3 1
W 0.861 0.210 -0.484
O 4.242 0.237 -1.963
C 3.483 0.971 -1.481
O 2.007 0.686 -1.787
C 3.662 2.112 -0.524
C 2.469 3.080 -0.535
C 2.796 4.358 0.223
C 2.748 3.885 1.697
C 2.448 2.406 1.544
O 1.551 2.372 0.376
C 3.665 1.636 0.989
C 3.428 0.158 1.187
O 4.165 -0.642 1.634
O 2.136 -0.218 0.786
H 4.610 2.580 -0.782
H 1.992 3.214 -1.503
H 2.054 5.127 0.023
H 3.766 4.754 -0.072
H 1.952 4.380 2.249
H 3.680 4.050 2.234
H 1.957 1.927 2.389
H 4.601 1.892 1.480
C -1.684 3.094 1.118
C -1.275 3.326 -0.336
P -1.064 1.788 -1.272
C -0.555 2.191 -2.991
C -1.090 3.534 -3.501
C -2.692 0.971 -1.355
C -3.698 1.671 -2.273
H -1.761 4.046 1.640
H -0.957 2.477 1.649
H -2.659 2.613 1.185
H -0.349 3.899 -0.405
H -2.039 3.894 -0.872
H -0.906 1.358 -3.607
H 0.533 2.172 -3.047
H -2.175 3.587 -3.481
H -0.772 3.655 -4.536
H -0.691 4.374 -2.934
H -3.080 0.938 -0.337
H -2.518 -0.059 -1.679
H -3.866 2.709 -1.988
H -4.654 1.155 -2.191
H -3.395 1.635 -3.317
N 0.056 -1.246 -1.084
P -0.402 -2.379 0.065
C 0.905 -3.560 0.187
C 2.068 -3.454 -0.583
C 3.050 -4.423 -0.456
C 2.869 -5.481 0.426
C 1.706 -5.591 1.180
C 0.713 -4.636 1.059
C -1.976 -3.041 -0.356
C -2.222 -3.318 -1.708
C -3.387 -3.977 -2.056
C -4.285 -4.368 -1.067
C -4.032 -4.101 0.273
C -2.874 -3.434 0.640
C -0.515 -1.377 1.568
C -1.642 -0.549 1.739
C -1.845 0.107 2.944
C -0.947 -0.078 3.986
C 0.162 -0.909 3.832
C 0.381 -1.561 2.635
H 2.198 -2.649 -1.294
H 3.950 -4.361 -1.051
H 3.638 -6.237 0.517
H 1.571 -6.427 1.852
H -0.205 -4.732 1.629
H -1.508 -3.029 -2.471
H -3.593 -4.197 -3.094
H -5.191 -4.890 -1.345
H -4.736 -4.416 1.031
H -2.675 -3.232 1.685
H -2.386 -0.497 0.957
H -2.724 0.722 3.088
H -1.125 0.407 4.938
H 0.839 -1.069 4.661
H 1.235 -2.217 2.521
*
```

The value obtained for the energy above the lowest of the compared OMol25 structures with the same formula, charge and spin is 19.6 kJ/mol. As for the HOMO-LUMO gap: 6.0251 eV. The value obtained for the LUMO energy is -11.13 eV. The HOMO energy comes out at -17.15 eV.